Formula: C39H57F36N15O27S12
Source: OMol25
Level of theory: ωB97M-V/def2-TZVPD

The gap between HOMO and LUMO comes out at 9.00 eV. For the total energy, the calculation gives -12746.30028 a.u. Its LUMO energy is -1.22 eV. The calculation puts the energy relative to the best compared isomer or geometry (same formula, charge and spin) at 5.5 kcal per mole. Its spin multiplicity is 1.

Positions of all 186 atoms, in Å:
S -4.8581 1.5544 2.1375
S 5.1200 -1.9788 0.6057
S -6.0793 -0.7228 -2.9326
S 0.7421 2.7866 -7.6852
S -2.7087 -2.8101 4.6127
S 5.1033 3.3872 3.0714
S -1.7695 -4.7993 2.8378
S 3.5566 3.9643 0.9513
S 1.1420 4.0404 -5.1832
S -4.1593 -2.2109 -4.0780
S 3.0734 -3.7109 1.4969
S -6.9259 3.5107 2.0471
F -0.5090 2.2146 -3.9400
F 1.4681 3.9689 -9.8995
F -8.0382 -1.7681 -1.4845
F 6.8061 -3.6320 -0.6377
F -4.3387 -5.5152 2.6777
F -7.4449 0.1816 -0.8372
F -2.4513 -0.1850 -3.6016
F -6.3080 -1.5403 -0.2769
F 3.1905 3.4956 -8.5147
F 5.1942 1.2472 4.6997
F -8.0947 5.3638 0.7973
F -2.2222 -1.8955 -2.2413
F 3.0235 3.9041 -1.5355
F 1.9965 5.1805 -8.2232
F -2.4929 2.1407 3.6330
F 5.7183 0.7625 2.6374
F -1.5370 3.5484 -5.1807
F 3.8759 -5.8236 0.1592
F 3.6564 1.1319 3.2042
F 2.1096 -6.0253 1.4787
F -2.5988 -3.8713 7.0518
F -2.9370 -1.7497 6.9045
F 3.9083 2.0971 -0.7818
F 4.1265 -5.9901 2.3433
F -3.4942 3.8295 2.8390
F -6.6711 4.5069 -0.4689
F -6.0908 5.8081 1.1251
F -3.0379 -6.9456 1.8557
F -1.4961 -1.9489 -4.3454
F -3.0817 -6.7019 4.0039
F 6.4413 -1.6269 -1.5728
F -0.7724 4.2172 -3.2755
F -4.4110 2.7730 4.5512
F 4.8446 -3.2148 -1.6882
F 5.0791 3.9059 -1.0910
F -0.9658 -2.6061 6.5178
O -6.7583 4.1312 3.3362
O 0.8197 5.3388 -5.6945
O 6.2365 -1.5931 1.3909
O 3.9259 3.9356 3.7965
O -8.1360 2.8480 1.7308
O 6.4303 3.7577 3.4704
O -4.1918 4.4372 -2.6900
O 1.3640 -7.3459 5.1198
O -7.1439 -0.7776 -3.8364
O 2.3995 3.2029 1.3634
O -3.8618 -3.5883 -4.1395
O 2.6653 -3.7016 2.9187
O -0.5619 3.4365 -7.7322
O -3.8527 1.1559 1.1405
O 4.8182 0.5243 -3.6754
O -5.4946 0.5855 2.9093
O 3.4352 5.3866 0.9222
O -2.2004 -1.5152 4.1807
O 0.8993 1.4400 -8.2504
O 2.2380 3.8685 -4.2608
O -2.0106 -3.9399 1.7067
O -4.4664 -1.4353 -5.2670
O 4.1327 -1.0437 0.1721
O -5.3284 0.5251 -2.7741
O -4.0542 -3.0724 4.3648
O -0.6530 -5.7349 2.8666
O 2.0465 -3.2469 0.5766
N -5.6378 2.7228 1.4014
N 0.9482 -5.1051 4.9505
N 4.9905 3.5441 1.4812
N -1.7866 -4.1283 4.2577
N -5.0774 -1.9797 -2.9186
N 0.9279 0.0153 -0.0365
N 0.8039 6.4857 2.2444
N 1.4090 2.8100 -6.2291
N -4.1224 2.4933 -1.3792
N 0.8895 -0.3037 2.0643
N 4.5744 -3.3069 1.3388
N -0.1384 -4.4168 -2.1535
N 0.7712 4.8742 3.6523
N -0.2931 -4.5656 -4.2814
N 3.8296 1.9572 -5.2623
C -0.5891 -4.5152 -0.7667
C -0.4806 5.9124 2.1779
C -0.6169 -5.9971 -0.3224
C 1.6689 -0.0791 1.0199
C 1.1906 3.8481 4.6459
C 1.0544 -4.3625 -4.0140
C -0.3797 -0.3936 0.2783
C 5.8628 -2.6691 -0.9388
C 3.3181 -5.5033 1.3540
C 4.8871 1.5262 3.4383
C -0.5561 3.5089 -4.3363
C -0.8072 -4.7379 -5.6375
C 1.1678 -4.3459 -2.7062
C -0.5533 -6.5447 6.4229
C 1.5072 5.9110 3.1761
C 1.4864 0.1018 -1.4380
C 1.3012 7.5842 1.4065
C -0.4052 -0.5161 1.6569
C -3.8398 3.9953 -1.6467
C 0.5680 -6.5145 5.4504
C 1.9543 3.9071 -8.6433
C 2.1992 -4.6388 5.6883
C -3.1674 -6.0642 2.8706
C 3.8998 3.4062 -0.7227
C -3.8011 2.6147 3.3564
C 5.0370 2.8255 -5.5989
C -0.4416 4.8494 3.0130
C 1.8384 4.4758 5.8344
C -2.2484 -2.7399 6.3773
C -2.5598 -1.4793 -3.4813
C 1.4619 -1.3418 -2.0223
C -2.8633 1.8027 -1.5439
C -7.0134 -0.9879 -1.2685
C -6.8758 4.9081 0.8123
C -0.9610 -4.5283 -3.1815
C 1.3231 -0.4699 3.4722
C 4.2276 0.5084 -4.7254
C -3.2740 4.7431 -0.5594
C 3.4881 -0.5648 -5.4438
H 2.0606 -4.1515 -2.1018
H 1.1988 -5.1162 3.9285
H 5.5778 2.2967 -6.3361
H -0.1717 -5.5592 -6.0824
H 1.0439 -1.4732 3.8492
H 4.7737 3.8044 -5.9315
H 2.0989 -1.9640 -1.4312
H -3.9802 4.9351 0.2890
H 2.7834 4.9772 5.6128
H 2.6300 -3.6935 5.3657
H 0.8001 0.2967 4.0276
H -0.8946 -7.5493 6.6578
H 0.1369 -4.4901 4.9866
H -0.6649 -3.8650 -6.2626
H 1.7767 8.3128 2.0548
H -0.8526 -6.0195 0.7726
H -1.3638 6.2874 1.5868
H -1.1999 4.1317 3.3739
H 0.2448 3.3519 5.0332
H -4.6023 2.3264 -0.4460
H 2.3980 -0.4555 3.6462
H -2.4837 4.1279 -0.1362
H 1.8026 -1.4554 -3.0833
H 1.1093 5.2466 6.1747
H 0.3661 7.9472 0.9166
H 3.2708 1.9715 -6.0783
H -2.9544 0.7269 -1.4533
H 2.5201 0.4037 -1.2714
H 1.9266 3.7279 6.6301
H 0.3541 -6.3591 -0.5650
H -1.1216 -0.4372 -0.4859
H -0.3442 -6.1541 7.3993
H -1.8247 -5.0350 -5.6292
H -2.0250 -4.6524 -3.0449
H -2.1622 2.2208 -0.7989
H 5.6193 2.8728 -4.6630
H -2.4604 1.9386 -2.5407
H 2.6867 0.2666 1.0948
H 0.4544 -1.7124 -1.9593
H -1.6369 -4.1193 -0.7059
H 1.8577 3.1373 4.1765
H 4.0787 -1.4884 -5.4037
H -1.3454 -6.5410 -0.8940
H 0.0921 -4.0237 -0.0678
H 3.2167 2.5995 -4.5893
H -1.3802 -5.9438 5.9547
H 2.4584 6.1329 3.5263
H -2.9136 5.6922 -0.9963
H -4.7912 2.0660 -2.0591
H 0.9647 0.7652 -2.1263
H 1.9498 7.1782 0.6083
H 1.9559 -4.4819 6.7309
H 2.8850 -5.4731 5.6787
H 3.5024 -0.2681 -6.4896
H -1.2027 -0.6114 2.3633
H 1.8077 -4.2175 -4.7929
H 2.4980 -0.7900 -5.0065

***

Formula: C39H57N2O5S2SeTl
Source: OMol25
Level of theory: ωB97M-V/def2-TZVPD

The gap between HOMO and LUMO comes out at 7.11 eV. For the total energy, the calculation gives -5376.33108 a.u. Its LUMO energy is -0.23 eV. The calculation puts the energy relative to the best compared isomer or geometry (same formula, charge and spin) at 0.0 kcal per mole. Its spin multiplicity is 1.

Positions of all 107 atoms, in Å:
Tl 0.3587 -0.1684 -0.2716
Se -1.7779 -0.8974 -1.8515
S 1.4323 2.4739 -2.3699
S 1.3967 -1.6807 -2.6982
O 1.7642 1.3323 -1.4479
O 2.2384 -1.1485 0.5079
O -0.5514 -1.7901 0.9435
O -1.2182 1.4713 0.0890
O 1.0942 1.1840 1.4234
N 0.1598 -4.0063 -2.8392
N 1.4764 -3.7075 -0.9912
C -3.4822 2.1513 0.4488
C -0.1000 2.0398 -3.2346
C -3.5817 -4.3270 -0.4089
C -1.7707 -5.3136 3.2567
C -4.2162 -6.6758 -1.0005
C -5.2450 1.1930 -0.9777
C 4.3875 -1.5954 1.2694
C -5.8015 -5.2300 0.2970
C -6.7010 1.5546 -2.9685
C -5.4017 -4.7907 -2.1117
C -4.7984 2.0632 0.0191
C 3.2546 -0.7405 1.1968
C -3.1833 -3.2418 -1.1613
C -1.8714 -3.7430 1.2655
C 0.7105 3.7655 -1.3355
C 2.3245 2.7229 2.6756
C -1.5512 -2.8603 3.5912
C -2.4906 1.3425 -0.1820
C 5.5709 -0.0324 2.6677
C 4.5001 0.8166 2.6123
C 2.1992 1.4064 1.9391
C -3.0991 3.0484 1.6330
C -1.4795 -2.5934 0.5019
C -2.8939 -4.5437 0.7911
C -1.2322 -4.0220 2.6349
C -4.3032 0.3363 -1.5180
C -2.9775 0.4012 -1.1146
C -4.7362 -5.2434 -0.8101
C -7.5927 2.1153 -0.7128
C -2.0472 4.0995 1.2386
C -7.2562 -0.2636 -1.3347
C -6.6860 1.1557 -1.4845
C 5.5020 -1.2577 1.9877
C 0.9790 -3.2214 -2.1195
C 0.2939 -4.1795 2.5279
C -2.5241 2.1592 2.7499
C 3.3207 0.4984 1.9036
C -2.1687 -2.3994 -0.7147
C -4.3094 3.7999 2.1936
H 0.1816 4.4773 -1.9684
H -4.6946 -4.7969 -2.9435
H -4.7410 4.4697 1.4462
H -7.6167 1.8574 0.3479
H -1.2668 -5.4901 4.2081
H 4.3423 -2.5371 0.7367
H -7.1961 -0.5876 -0.2940
H -1.9020 4.8067 2.0597
H 0.7174 -4.3467 3.5209
H 6.3402 -1.9425 2.0279
H -2.6304 -2.7434 3.7102
H -3.4676 -6.7049 -1.7952
H 1.3838 3.2582 2.5706
H 6.4550 0.2354 3.2299
H 1.9897 -3.0592 -0.3802
H 0.5434 -5.0507 1.9124
H -2.2650 2.7672 3.6211
H -4.5798 -0.4012 -2.2624
H -6.2200 -5.4686 -2.3597
H -7.7203 1.5374 -3.3631
H -3.7587 -7.0531 -0.0848
H -6.0945 0.8698 -3.5627
H -3.9892 4.4070 3.0418
H -3.2562 1.4090 3.0563
H -0.9286 2.0260 -2.5252
H 1.0711 -4.5306 -0.5745
H -0.2734 2.7921 -4.0036
H -8.3033 -0.2877 -1.6463
H -0.2387 -3.6414 -3.6840
H -1.0979 3.6151 1.0305
H -3.1988 -5.3938 1.3872
H 0.0338 3.2664 -0.6397
H -5.5289 2.7000 0.4960
H -1.6264 1.6475 2.4051
H -3.6590 -3.0046 -2.1035
H -6.6426 -5.8706 0.0208
H -6.2972 2.5609 -3.0959
H 2.5170 2.5514 3.7349
H -1.1444 -1.9293 3.2030
H -0.1813 -4.8789 -2.4720
H -6.7098 -0.9830 -1.9462
H -7.2629 3.1506 -0.8167
H -5.8139 -3.7849 -2.0067
H -2.3702 4.6590 0.3568
H -6.1744 -4.2157 0.4504
H -5.0831 3.1146 2.5450
H -2.8431 -5.2504 3.4501
H 0.7460 -3.2824 2.1129
H 4.5540 1.7585 3.1412
H -8.6107 2.0474 -1.1004
H 3.1343 3.3256 2.2638
H 0.0376 1.0581 -3.6868
H 1.5174 4.2585 -0.7957
H -1.5763 -6.1722 2.6092
H -5.3984 -5.5910 1.2437
H -5.0345 -7.3470 -1.2722
H -1.1087 -3.0523 4.5719

***

HOMO
In order: -10.2; -7.3
Unit: eV